C36H39ClNiP2 | wB97M-V/def2-TZVPD

```
79
Properties=species:S:1:pos:R:3:forces:R:3
Ni 0.590 -0.355 -1.107 -0.6 2.1 0.8
C 1.957 0.535 -2.431 1.0 0.2 -0.5
C 1.558 1.760 -1.864 0.8 -0.6 -0.5
C 0.605 2.726 -2.509 0.0 -0.1 0.4
C -0.547 2.026 -3.267 0.2 1.2 -0.2
C -1.059 0.792 -2.632 -0.5 -0.9 0.4
C -0.452 -0.474 -2.738 -1.2 -0.5 -1.8
C 0.439 -0.722 -3.942 -0.1 -0.4 -0.1
C 1.627 0.185 -3.911 1.4 1.0 0.7
C -1.672 -1.804 2.716 -0.2 0.3 -0.4
H 2.924 0.090 -2.101 -0.9 0.7 -0.3
H 2.137 2.155 -1.024 -0.1 -0.2 -0.4
H 1.157 3.386 -3.210 -0.2 -0.1 0.2
H 0.189 3.379 -1.714 0.1 -0.2 -0.4
H -1.355 2.758 -3.288 -0.2 0.0 -0.2
H -0.237 1.904 -4.307 -0.2 -0.2 0.0
H -2.079 0.925 -2.227 0.7 -0.4 0.2
H -0.986 -1.369 -2.392 -0.1 0.6 -0.4
H -0.055 -0.569 -4.897 -0.6 -0.1 -0.3
H 0.770 -1.761 -3.927 0.0 -0.1 0.1
H 2.524 -0.306 -4.310 -0.2 0.0 -0.1
H 1.514 1.117 -4.516 0.0 -0.7 0.5
H -0.553 -2.012 2.720 -1.8 0.1 0.2
H -2.327 -2.679 2.887 0.6 0.3 0.7
H -1.967 -0.902 3.341 0.6 -1.4 -0.4
P 1.634 0.817 1.166 -3.6 -0.8 0.2
P -2.182 -1.272 1.062 2.0 2.2 -0.9
C -0.058 0.896 0.612 2.8 0.8 2.4
C -1.061 -0.064 0.335 -2.7 -3.1 -0.8
C 1.910 2.413 2.012 0.0 0.4 0.3
C 1.921 3.618 1.282 0.3 -0.3 0.1
C 2.121 4.835 1.934 0.1 -0.2 0.8
C 2.253 4.859 3.339 -0.3 -0.3 -0.1
C 2.160 3.680 4.100 0.0 0.2 -0.6
C 1.970 2.472 3.431 0.5 -0.4 -0.3
C 3.110 0.165 0.335 2.4 -0.1 0.4
C 3.088 -1.166 -0.165 0.6 0.4 0.7
C 4.281 -1.835 -0.462 -0.2 0.9 -0.2
C 5.487 -1.138 -0.338 0.0 0.2 0.4
C 5.566 0.166 0.161 -0.8 0.1 -0.1
C 4.366 0.813 0.499 -0.4 -0.2 -0.1
C -3.897 -0.589 1.261 0.2 -1.2 0.0
C -4.094 0.531 2.120 0.1 -1.1 -0.9
C -5.411 0.893 2.403 0.5 0.0 -0.1
C -6.482 0.167 1.872 0.1 -0.6 -0.2
C -6.264 -0.966 1.062 0.2 0.1 -0.2
C -4.961 -1.356 0.713 0.2 0.8 0.6
C -2.181 -2.763 -0.058 -0.2 0.3 0.3
C -1.605 -3.944 0.449 -0.7 0.3 -0.7
C -1.405 -5.021 -0.425 0.0 0.6 0.6
C -1.705 -4.907 -1.778 0.1 0.4 -0.1
C -2.242 -3.723 -2.302 -0.1 -0.2 1.5
C -2.547 -2.674 -1.423 0.1 0.0 0.0
H -0.341 1.895 0.365 0.3 0.7 -0.1
H -1.743 0.330 -0.427 0.2 -0.2 0.0
H 1.813 3.606 0.197 0.1 0.0 0.3
H 2.210 5.758 1.355 -0.2 -0.3 0.2
H 2.385 5.801 3.860 0.1 0.0 -0.1
H 2.254 3.672 5.201 -0.1 0.2 -0.8
H 1.895 1.551 4.031 0.2 0.9 -0.6
H 2.134 -1.671 -0.317 -0.1 -0.1 0.1
H 4.277 -2.859 -0.847 -0.1 0.4 0.2
H 6.400 -1.628 -0.602 0.4 -0.3 -0.1
H 6.525 0.692 0.306 -0.6 -0.5 -0.2
H 4.406 1.842 0.892 -0.1 -0.6 -0.1
H -3.202 1.053 2.529 -0.8 -0.3 -0.3
H -5.559 1.746 3.061 -0.3 -0.1 -0.1
H -7.504 0.459 2.118 0.3 -0.1 -0.1
H -7.093 -1.574 0.683 0.2 0.5 0.2
H -4.748 -2.236 0.053 -0.3 1.0 0.8
H -1.406 -4.016 1.523 0.2 -0.2 -0.6
H -0.984 -5.923 -0.004 0.0 -0.2 -0.2
H -1.493 -5.744 -2.431 0.0 0.0 -0.1
H -2.433 -3.632 -3.351 -0.2 0.1 -0.4
H -3.055 -1.784 -1.834 0.5 -0.4 0.4
Cl 0.856 -0.380 3.986 -0.4 -0.4 -0.1
C 1.726 -0.535 2.431 0.1 0.3 0.4
H 2.744 -0.644 2.725 0.9 0.0 0.1
H 1.464 -1.469 1.951 -0.4 -0.1 -0.2
```
Forces are in eV/Å.

Its charge is 0. Its expectation value of S² is 2.06. The spin multiplicity is 3. Its molar mass is 627.8 g mol⁻¹. The calculation puts the HOMO energy (alpha / beta) at -3.64 / -5.51 eV. For the calculated total energy, the calculation gives -110099.122 eV.

Löwdin population analysis, charges in e, atoms 1 to 2: 0.240, -0.205